2 unconnected molecules or ions with the total composition CH2F2N2 at a distorted geometry, computed with ωB97M-V/def2-TZVPD.

Structure (ORCA input):
```
! RIJCOSX wB97M-V def2-TZVPD def2/J DEFGRID3
* xyz 0 1
N -2.88 1.58 -0.29
C -1.80 1.92 -0.10
F -0.64 2.20 0.19
N 1.47 -1.49 -0.13
F 0.43 -0.53 -0.19
H 1.19 -2.43 -0.09
H 2.22 -1.24 0.61
*
```

The calculation puts the HOMO-LUMO gap at 10.86 eV. The HOMO energy is -0.3755 Ha. The calculation puts the electronic energy at -348.3956 Eh. The energy relative to the best compared isomer or geometry (same formula, charge and spin) is 317.3 kJ/mol.

---

2 unconnected molecules or ions with the total composition C4H7NO2, computed with ωB97M-V/def2-TZVPD.

Structure (ORCA input):
```
! RIJCOSX wB97M-V def2-TZVPD def2/J DEFGRID3
* xyz 0 1
O 2.06 0.69 1.36
C 1.82 -0.12 0.49
C 0.98 0.20 -0.73
N 0.24 1.47 -0.69
C -0.97 0.83 -0.12
C -0.36 -0.50 -0.58
O -0.71 -1.62 -0.83
H 2.14 -1.18 0.57
H 1.51 -0.04 -1.65
H 0.68 2.18 -0.12
H -1.03 0.88 0.98
H -1.92 1.15 -0.55
H -2.22 -1.90 1.29
H -2.23 -2.01 0.56
*
```

The calculation puts the HOMO-LUMO gap at 10.17 eV. The HOMO energy is -0.3627 Ha. The calculation puts the electronic energy at -361.7589 Eh. The energy relative to the best compared isomer or geometry (same formula, charge and spin) is 320.1 kJ/mol.

---

- Among the records above, which one has the lowest energy relative to the best compared isomer or geometry (same formula, charge and spin)?
  CH2F2N2

---

- Among the records above, which one has the lowest electronic energy?
  C4H7NO2

---

Copy entry 2 word for word.
2 unconnected molecules or ions with the total composition C4H7NO2, computed with ωB97M-V/def2-TZVPD.

Structure (ORCA input):
```
! RIJCOSX wB97M-V def2-TZVPD def2/J DEFGRID3
* xyz 0 1
O 2.06 0.69 1.36
C 1.82 -0.12 0.49
C 0.98 0.20 -0.73
N 0.24 1.47 -0.69
C -0.97 0.83 -0.12
C -0.36 -0.50 -0.58
O -0.71 -1.62 -0.83
H 2.14 -1.18 0.57
H 1.51 -0.04 -1.65
H 0.68 2.18 -0.12
H -1.03 0.88 0.98
H -1.92 1.15 -0.55
H -2.22 -1.90 1.29
H -2.23 -2.01 0.56
*
```

The calculation puts the HOMO-LUMO gap at 10.17 eV. The HOMO energy is -0.3627 Ha. The calculation puts the electronic energy at -361.7589 Eh. The energy relative to the best compared isomer or geometry (same formula, charge and spin) is 320.1 kJ/mol.

---

- Which formula does entry 1 have?
  CH2F2N2